DFT (ωB97M-V/def2-TZVPD) results for 2 unconnected molecules or ions with the total composition C3H8S at a distorted geometry.

The net charge is +1. For the HOMO-LUMO gap (alpha / beta), the calculation gives 9.036 / 4.332 eV. The energy relative to the best compared isomer or geometry (same formula, charge and spin) comes out at 1.705 eV. The LUMO energy (alpha / beta) is -5.0 / -9.1 eV. Its spin multiplicity is 2. For the total energy, the calculation gives -14065.5621 eV. Its expectation value of S² is 0.754.

```
12
C3H8S, DFT ωB97M-V/def2-TZVPD
S 1.785 1.352 0.873
H 2.077 2.614 0.534
H 1.578 1.133 -0.437
C -1.700 -1.285 -1.803
C -0.893 -1.143 -0.603
C -1.426 -0.762 0.623
H -1.160 -1.023 -2.713
H -2.100 -2.305 -1.847
H -2.519 -0.557 -1.843
H 0.160 -1.371 -0.701
H -0.883 -0.885 1.549
H -2.424 -0.346 0.668
```

Here are the Mulliken charges for atoms 1 to 8, given in e: number 1, S, carries -0.215; number 2, H, carries 0.207; number 3, H, carries 0.165; number 4, C, carries -1.057; number 5, C, carries 0.397; number 6, C, carries -0.612; number 7, H, carries 0.336; number 8, H, carries 0.332